No. 1
A structure of composition C41H42P2TeV. Source: the Open Molecules 2025 dataset; level of theory: the ωB97M-V functional and the def2-TZVPD basis.

Calculated values
- multiplicity = 4
- molecular weight (g/mol) = 775.28
- maximum force (eV/Å) = 1.72
- E_LUMO (alpha / beta) (eV) = 0.2 / 0.0
- total charge = 0
- HOMO energy (alpha / beta) (eV) = -5.630 / -5.162
- expectation value of S² = 3.8764

Each line ends with the Mulliken spin population.
CARTESIAN COORDINATES (ANGSTROEM)
V1 -0.0206 0.4023 4.1132  2.706
C1 -1.9273 -0.0926 5.1425  0.110
C2 -2.0413 -0.3846 3.7646  0.141
C3 -2.5446 0.5871 2.7344  0.019
C4 -1.4727 1.4877 2.1035  0.086
C5 -0.4968 2.1542 3.0201  -0.129
C6 -0.7319 2.5247 4.3600  -0.182
C7 -2.0731 2.4825 4.9931  0.022
C8 -2.3529 1.1741 5.8046  0.050
C9 2.4656 -0.2546 4.6696  -0.013
H1 -1.8835 -0.9459 5.8296  -0.007
H2 -2.1086 -1.4452 3.4863  0.043
H3 -3.3649 1.2006 3.1441  -0.018
H4 -2.9670 -0.0086 1.9146  0.013
H5 -0.8561 0.9452 1.3745  0.022
H6 -2.0079 2.2354 1.5023  0.028
H7 0.4110 2.5137 2.5303  0.003
H8 -0.0140 3.2194 4.8012  -0.008
H9 -2.8666 2.6233 4.2384  -0.003
H10 -2.1946 3.3254 5.7037  -0.005
H11 -1.8447 1.2394 6.7859  -0.020
H12 -3.4432 1.1824 6.0336  0.014
H13 2.7908 -1.2273 5.0869  0.001
H14 3.3580 0.3774 4.4988  0.014
H15 1.8979 -0.3203 3.7113  0.076
P1 -0.0748 -1.6636 -3.8759  0.000
P2 1.6730 0.4948 -4.2111  0.000
C10 -0.8971 -0.1583 -4.4576  0.000
C11 -0.0010 0.8072 -4.8140  0.000
C12 -0.6323 -2.8997 -5.1111  0.000
C13 -1.7809 -2.7357 -5.8993  0.000
C14 -2.2273 -3.7917 -6.7074  0.000
C15 -1.4735 -4.9687 -6.8111  0.000
C16 -0.2598 -5.0785 -6.1167  0.000
C17 0.1642 -4.0494 -5.2802  0.000
C18 -0.9766 -2.0045 -2.3337  0.000
C19 -0.6886 -1.1457 -1.2557  -0.011
C20 -1.3825 -1.2898 -0.0610  -0.212
C21 -2.3949 -2.2496 0.0670  -0.007
C22 -2.6663 -3.1114 -1.0059  0.001
C23 -1.9497 -3.0027 -2.2028  0.000
C24 2.6103 1.0732 -5.7033  0.000
C25 2.5373 0.2529 -6.8434  0.000
C26 2.9626 0.7421 -8.0795  0.000
C27 3.5143 2.0296 -8.1758  0.000
C28 3.7050 2.7894 -7.0170  0.000
C29 3.2852 2.3021 -5.7750  0.000
C30 1.8788 1.8919 -3.0575  0.000
C31 3.0842 1.9601 -2.3297  0.000
C32 3.3965 3.1289 -1.6396  0.000
C33 2.4965 4.2100 -1.6291  0.000
C34 1.2514 4.0811 -2.2527  0.000
C35 0.9217 2.9057 -2.9332  0.000
H16 -1.9924 -0.1051 -4.4668  0.000
H17 -0.2115 1.6985 -5.4058  0.000
H18 -2.3312 -1.7936 -5.8857  0.000
H19 -3.1635 -3.6924 -7.2598  0.000
H20 -1.8261 -5.7939 -7.4360  0.000
H21 0.3519 -5.9763 -6.2279  0.000
H22 1.1055 -4.1241 -4.7403  0.000
H23 0.0592 -0.3565 -1.3686  -0.008
H24 -1.1365 -0.6503 0.7823  0.178
H25 -2.9688 -2.3146 0.9972  0.000
H26 -3.4476 -3.8661 -0.9017  0.000
H27 -2.1635 -3.6757 -3.0314  0.000
H28 2.1154 -0.7515 -6.7703  0.000
H29 2.8553 0.1302 -8.9775  0.000
H30 3.8098 2.4301 -9.1501  0.000
H31 4.1756 3.7730 -7.0781  0.000
H32 3.4630 2.8892 -4.8748  0.000
H33 3.7681 1.1082 -2.3376  0.000
H34 4.3473 3.2049 -1.1163  0.000
H35 2.7680 5.1385 -1.1286  0.000
H36 0.5318 4.8999 -2.2154  0.000
H37 -0.0647 2.7966 -3.3877  0.000
Te1 1.4984 0.8616 6.2365  0.061
C36 0.6195 -0.4066 7.8174  0.040
C37 -0.2757 0.3848 8.5341  -0.007
C38 -0.9601 -0.1718 9.6144  0.004
C39 -0.6452 -1.4753 10.0143  -0.004
C40 0.2595 -2.2727 9.2965  0.003
C41 0.8739 -1.7465 8.1413  0.000
H38 -0.4155 1.4364 8.2712  0.001
H39 -1.7038 0.4324 10.1417  0.000
H40 -1.1162 -1.8716 10.9109  0.000
H41 0.4884 -3.2891 9.6331  0.000
H42 1.5455 -2.3662 7.5350  -0.001

---

No. 2
A structure of composition C41H43BrN4O5S2Sc. Source: the Open Molecules 2025 dataset; level of theory: the ωB97M-V functional and the def2-TZVPD basis.

Calculated values
- molecular weight (g/mol) = 860.81
- maximum force (eV/Å) = 1.28
- E_LUMO (eV) = 1.9
- total charge = -1
- HOMO energy (eV) = -3.215

Each line ends with the Mulliken charge.
CARTESIAN COORDINATES (ANGSTROEM)
Sc1 -0.8862 0.0192 0.7114  -0.130
C1 -4.7299 -2.0234 -0.1530  -1.833
C2 -3.3530 -1.9944 0.4816  0.565
O1 -2.6336 -0.9638 0.2566  -0.082
C3 -2.9526 -3.0787 1.2353  -1.223
C4 -1.7572 -3.0960 2.0053  1.196
C5 -1.4322 -4.3252 2.8118  -1.485
N1 -0.9879 -2.0442 2.0434  0.531
N2 0.0649 -2.0954 2.9630  -0.856
C6 0.6577 -0.9391 3.0157  0.362
O2 0.3558 0.0580 2.2509  0.002
C7 1.7060 -0.7203 4.0440  0.079
C8 2.4209 -1.7676 4.6190  -0.392
C9 3.3727 -1.5105 5.5923  -0.782
C10 3.6119 -0.2077 6.0096  -0.304
C11 2.9043 0.8398 5.4360  -0.844
C12 1.9617 0.5888 4.4514  -0.038
H1 -4.9171 -1.0779 -0.6587  0.256
H2 -5.4868 -2.1770 0.6161  0.417
H3 -4.8034 -2.8496 -0.8636  0.320
H4 -3.6086 -3.9360 1.3053  0.358
H5 -2.0298 -5.1759 2.4888  0.408
H6 -1.6187 -4.1297 3.8688  0.340
H7 -0.3711 -4.5530 2.7113  0.279
H8 2.2165 -2.7796 4.2930  0.462
H9 3.9284 -2.3308 6.0310  0.374
H10 4.3409 -0.0130 6.7869  0.376
H11 3.0830 1.8573 5.7597  0.417
H12 1.4075 1.4034 3.9976  0.464
N3 1.1512 1.3905 0.0554  0.035
C13 2.0003 1.7572 -1.0842  -1.064
C14 1.8518 0.7396 -2.2241  0.905
C15 0.7759 1.1085 -3.2625  -0.590
C16 -0.3531 0.0858 -3.3571  -0.743
N4 -1.1920 0.1237 -2.1588  -0.135
H13 0.9472 2.1831 0.6777  -0.247
H14 1.6709 0.7459 0.6414  0.204
H15 3.0538 1.8152 -0.7847  0.461
H16 1.7101 2.7459 -1.4442  0.201
H17 1.5889 -0.2082 -1.7585  -1.038
H18 2.8166 0.6099 -2.7222  0.507
H19 1.2298 1.2061 -4.2517  0.507
H20 0.3219 2.0701 -3.0057  -0.049
H21 0.0672 -0.9210 -3.4510  0.178
H22 -0.9302 0.2884 -4.2714  0.539
H23 -1.9598 -0.5320 -2.2521  0.152
H24 -1.6087 1.0446 -2.0810  -0.117
Br1 -0.9376 6.6434 -4.4481  -0.241
C17 -1.4982 5.3203 -3.1950  -0.103
C18 -2.8268 4.9381 -3.1637  -0.473
C19 -3.2184 3.9687 -2.2517  -1.065
C20 -2.2920 3.3895 -1.3964  0.214
C21 -0.9660 3.7974 -1.4473  1.001
C22 -0.5565 4.7699 -2.3430  -0.382
C23 -2.7277 2.2942 -0.4322  0.008
O3 -3.9182 2.0168 -0.3675  -0.810
O4 -1.7712 1.6952 0.1853  0.307
H25 -3.5421 5.3900 -3.8373  0.428
H26 -4.2529 3.6581 -2.1854  0.490
H27 -0.2736 3.3453 -0.7563  0.008
H28 0.4735 5.0966 -2.3787  0.485
O5 0.4425 -1.3966 -0.2427  0.979
S1 0.9414 -2.7340 0.2276  0.716
C24 -0.0301 -3.9212 -0.7335  0.685
C25 0.3932 -5.2345 -0.8821  -0.834
C26 -0.3268 -6.0891 -1.6993  -0.741
C27 -1.4678 -5.6356 -2.3508  -0.761
C28 -1.8841 -4.3228 -2.1905  -0.825
C29 -1.1618 -3.4596 -1.3792  0.310
C30 2.4000 -2.9897 -0.8132  0.449
C31 2.3085 -2.8317 -2.1911  -0.145
C32 3.4282 -3.0169 -2.9783  -0.676
C33 4.6404 -3.3681 -2.3917  -0.506
C34 4.7283 -3.5187 -1.0162  -0.645
C35 3.6064 -3.3283 -0.2218  -0.510
H29 1.2946 -5.5753 -0.3865  0.484
H30 0.0009 -7.1119 -1.8332  0.425
H31 -2.0323 -6.3086 -2.9833  0.412
H32 -2.7756 -3.9683 -2.6919  0.469
H33 -1.4443 -2.4239 -1.2491  0.008
H34 1.3533 -2.5681 -2.6263  0.083
H35 3.3570 -2.8906 -4.0508  0.428
H36 5.5152 -3.5165 -3.0111  0.384
H37 5.6746 -3.7795 -0.5608  0.410
H38 3.6637 -3.4369 0.8550  0.497
S2 -0.2522 2.9808 2.6763  -0.592
C36 -0.4946 4.5772 2.0324  0.394
C37 0.6068 5.3997 1.7274  -0.563
C38 0.4332 6.6624 1.1870  -0.451
C39 -0.8436 7.1521 0.9322  -0.539
C40 -1.9421 6.3616 1.2440  -0.403
C41 -1.7762 5.0994 1.7916  -0.490
H39 1.6006 5.0154 1.9246  0.351
H40 1.3015 7.2716 0.9556  0.354
H41 -0.9751 8.1376 0.5012  0.369
H42 -2.9439 6.7289 1.0478  0.361
H43 -2.6382 4.4853 2.0225  0.303

---

Results for energy relative to the best compared isomer or geometry (same formula, charge and spin): 0.261; 2.368 (in eV, following the order of the records).
Results for calculated total energy: -94748.86612; -171833.39652 (in eV, following the order of the records).